# 1
Here is a 3-piece molecular cluster, C2H10NO4 overall at a distorted geometry from the Open Molecules 2025 dataset. Energies are from ωB97M-V/def2-TZVPD.

As for the charge: +1. The largest force on an atom comes out at 3.19 eV Å⁻¹. Its HOMO-LUMO gap is 11.78 eV. As for the energy relative to the best compared isomer or geometry (same formula, charge and spin): 23.8 kcal per mole. Its multiplicity is 1.

Last column: natural (NBO) charge in e.
CARTESIAN COORDINATES (ANGSTROEM)
O (-0.31853, 1.64880, -0.44256)  -0.54
C (-1.05992, 1.03143, 0.25221)  0.80
O (-1.33186, 0.90705, 1.56639)  -0.68
C (-1.64234, -0.31355, -0.32757)  -0.34
N (-0.44584, -1.22396, -0.24802)  -0.70
H (-1.06328, 1.60118, 2.20418)  0.53
H (-2.35776, -0.68824, 0.39222)  0.25
H (-1.88208, -0.07419, -1.37333)  0.25
H (-0.90129, -2.08356, -0.58699)  0.45
H (0.34495, -0.79294, -0.79927)  0.48
H (-0.12637, -1.30848, 0.72172)  0.45
H (1.77523, 0.35837, -2.04790)  0.50
H (1.41916, -0.89925, -2.84955)  0.50
O (1.64205, -0.60628, -1.95542)  -0.95
H (1.88562, 1.45121, 2.24556)  0.48
H (2.31256, 0.46676, 1.23522)  0.47
O (1.74970, 0.52564, 2.01313)  -0.95

---

# 2
Here is C15H18Cl3N7Pd as an isolated structure at a distorted geometry from the Open Molecules 2025 dataset. Energies are from ωB97M-V/def2-TZVPD.

As for the charge: +2. The largest force on an atom comes out at 1.13 eV Å⁻¹. Its HOMO-LUMO gap is 8.54 eV. As for the energy relative to the best compared isomer or geometry (same formula, charge and spin): 5.9 kcal per mole. Its multiplicity is 1.

Last column: natural (NBO) charge in e.
CARTESIAN COORDINATES (ANGSTROEM)
Pd (0.10247, -0.33010, -0.24671)  0.82
N (-1.89622, -1.07861, 2.30755)  -0.76
C (-0.75967, -1.77646, 2.32757)  0.63
N (-0.63418, -2.72521, 3.23313)  -0.54
C (0.54751, -3.34449, 3.28125)  0.62
N (0.70323, -4.35387, 4.11723)  -0.71
N (1.63390, -2.97131, 2.54786)  -0.50
C (1.41710, -2.05325, 1.66184)  0.47
N (0.21286, -1.47023, 1.41698)  -0.60
C (2.56553, -1.50751, 0.90812)  0.12
C (3.83643, -2.02077, 1.07482)  -0.17
C (4.87824, -1.45819, 0.35006)  -0.12
C (4.60676, -0.41501, -0.51584)  -0.21
C (3.30277, 0.04313, -0.62294)  0.06
N (2.30322, -0.48265, 0.08070)  -0.49
H (-2.55849, -1.25513, 3.04677)  0.44
H (-1.96443, -0.22321, 1.78583)  0.41
H (-0.06331, -4.64542, 4.70142)  0.43
H (1.59649, -4.81127, 4.19194)  0.43
H (3.99148, -2.84166, 1.75908)  0.27
H (5.88618, -1.83389, 0.46119)  0.25
H (5.38787, 0.04962, -1.10026)  0.26
H (3.05403, 0.86455, -1.28213)  0.21
Cl (-1.39457, 3.26565, -3.99221)  0.13
C (0.27471, 2.84842, -3.60423)  -0.26
Cl (1.10112, 2.14549, -4.98899)  0.14
Cl (1.15149, 4.22016, -2.94683)  0.14
C (0.22113, 1.80925, -2.55531)  0.44
N (0.17998, 0.99988, -1.75102)  -0.40
C (-3.14745, -2.84481, -1.79081)  -0.61
C (-2.69918, -1.45814, -1.31735)  -0.18
C (-3.67027, -0.84010, -0.33232)  -0.62
C (-2.56994, -0.48919, -2.61910)  -0.57
C (-1.28988, -1.34718, -1.13294)  0.10
H (-4.16290, -2.78550, -2.18141)  0.24
H (-3.14795, -3.54239, -0.95388)  0.24
H (-2.50109, -3.23766, -2.57600)  0.23
H (-4.67901, -0.89004, -0.74036)  0.25
H (-3.43783, 0.20810, -0.13574)  0.22
H (-3.65757, -1.39294, 0.60095)  0.24
H (-3.58739, -0.56636, -3.00508)  0.29
H (-1.88979, -0.84363, -3.39176)  0.24
H (-2.36216, 0.54075, -2.34923)  0.23
H (-0.74149, -2.02201, -1.80167)  0.18

---

# 3
Here is C24H45Cl3CoN3O4Si as an isolated structure at a distorted geometry from the Open Molecules 2025 dataset. Energies are from ωB97M-V/def2-TZVPD.

As for the charge: -1. The largest force on an atom comes out at 2.28 eV Å⁻¹. Its HOMO-LUMO gap (alpha / beta) is 4.84 / 4.32 eV. As for the energy relative to the best compared isomer or geometry (same formula, charge and spin): 113.5 kcal per mole. Its multiplicity is 4.

Last column: Löwdin spin population.
CARTESIAN COORDINATES (ANGSTROEM)
C (-2.16710, -2.24690, -3.21186)  0.00
C (-1.01610, -2.29964, -2.25805)  0.00
H (-2.80071, -3.15810, -3.20086)  0.00
H (-1.80172, -2.12792, -4.24978)  0.00
H (-2.85076, -1.41004, -3.00490)  0.00
C (-0.17458, -3.33946, -2.26836)  0.00
C (-0.02376, -4.23153, -3.44967)  0.00
H (0.35945, -3.60014, -1.36358)  0.00
H (0.40211, -3.68656, -4.30526)  0.00
H (-0.97844, -4.65248, -3.79412)  0.00
H (0.65109, -5.05465, -3.21232)  0.00
Co (-1.16032, 0.96497, -5.46066)  2.69
Cl (-3.15790, 0.73856, -4.65134)  0.12
Cl (-0.33516, 1.66177, -2.31020)  0.01
H (1.13695, 2.83803, 3.17028)  0.00
H (-0.06177, 4.89229, 3.21019)  0.00
C (0.95475, 2.70960, 2.08696)  0.00
C (-0.35290, 4.79355, 2.15564)  0.00
N (-0.26653, 3.40727, 1.72937)  0.00
H (0.88358, 1.64713, 1.84741)  0.00
C (-1.32941, 2.79064, 1.15050)  0.00
O (-1.44288, 1.58196, 0.95688)  0.00
H (-1.38476, 5.14514, 2.03625)  0.00
H (-2.12118, 3.52740, 0.88630)  0.00
H (1.81502, 3.14030, 1.54533)  0.00
H (0.30596, 5.44730, 1.56724)  0.00
H (1.94917, -1.07279, -2.77141)  0.00
H (2.35514, -3.19612, -1.32736)  0.00
C (2.67833, -0.57439, -2.11882)  0.00
C (3.04668, -2.59403, -0.72215)  0.00
N (2.70342, -1.18833, -0.79979)  0.00
H (2.40489, 0.48021, -2.00087)  0.00
C (2.80387, -0.34849, 0.28084)  0.00
O (2.95239, 0.86585, 0.21194)  0.00
H (2.97836, -2.91358, 0.32080)  0.00
H (2.73172, -0.86823, 1.25471)  0.00
H (3.68305, -0.64834, -2.57029)  0.00
H (4.06797, -2.77150, -1.09110)  0.00
O (0.12195, -0.47510, -0.84742)  0.00
C (-0.96471, -1.19130, -1.10509)  0.00
C (-0.10714, -2.48044, 0.92709)  0.00
C (-1.21185, -1.95576, 0.23684)  0.00
H (0.89276, -2.23965, 0.55122)  0.00
C (-0.27215, -3.38265, 1.98936)  0.00
H (-1.83039, -0.57420, -1.45222)  0.00
C (-2.48398, -2.26497, 0.69406)  0.00
H (0.59980, -3.88273, 2.43499)  0.00
C (-1.55566, -3.68464, 2.44324)  0.00
C (-2.66067, -3.11250, 1.80906)  0.00
H (-3.33680, -1.91954, 0.11085)  0.00
H (-1.69818, -4.41101, 3.25372)  0.00
H (-3.67478, -3.36986, 2.13020)  0.00
Si (-0.29682, 3.59634, -2.89768)  0.00
Cl (0.29609, -0.52656, -5.74779)  0.14
C (1.30879, 4.56249, -3.27140)  0.00
C (-1.07076, 4.85330, -1.67741)  0.00
C (-1.27292, 3.51764, -4.49874)  0.03
H (1.68639, 5.21994, -2.46371)  0.00
H (1.13502, 5.22474, -4.14130)  0.00
H (2.09270, 3.84692, -3.54906)  0.00
H (-1.07487, 2.72445, -5.29748)  0.01
H (-0.95751, 4.43145, -5.02181)  0.00
H (-2.36430, 3.61108, -4.34952)  0.00
H (-0.27923, 5.19026, -0.98722)  0.00
H (-1.93634, 4.43533, -1.14310)  0.00
H (-1.40760, 5.72401, -2.26501)  0.00
C (-0.36505, -1.36186, 5.89873)  0.00
N (-0.04882, -0.82152, 4.58501)  0.00
C (-1.12728, -0.27747, 3.79364)  0.00
C (1.12449, -1.01044, 3.92185)  0.00
C (2.21244, -1.65763, 4.71989)  0.00
O (1.23582, -0.68786, 2.72564)  0.00
H (-1.27315, -0.86319, 6.23682)  0.00
H (0.43824, -1.16174, 6.61086)  0.00
H (-0.54696, -2.44455, 5.86959)  0.00
H (-0.85476, 0.71372, 3.40845)  0.00
H (-1.34126, -0.91966, 2.92553)  0.00
H (-2.00685, -0.19835, 4.43579)  0.00
H (1.95334, -2.70082, 4.96079)  0.00
H (3.13046, -1.63940, 4.13003)  0.00
H (2.35456, -1.08505, 5.64482)  0.00

---

# 4
Here is a 12-piece molecular cluster, C48H68F4O8 overall at a distorted geometry from the Open Molecules 2025 dataset. Energies are from ωB97M-V/def2-TZVPD.

The largest force on an atom comes out at 3.79 eV Å⁻¹. Its HOMO-LUMO gap is 9.54 eV. As for the energy relative to the best compared isomer or geometry (same formula, charge and spin): 32.2 kcal per mole. Its SMILES is Fc1ccccc1.Fc1ccccc1.Fc1ccccc1.Fc1ccccc1.CC(C)=O.CC(C)=O.CC(C)=O.CC(C)=O.CC(C)=O.CC(C)=O.CC(C)=O.CC(C)=O. Its multiplicity is 1.

Last column: Mulliken charge in e.
CARTESIAN COORDINATES (ANGSTROEM)
C (-2.29615, -2.79272, 5.10594)  -0.82
C (-1.28098, -1.99526, 5.86943)  0.73
O (-1.59243, -0.92973, 6.36366)  -0.59
C (0.20125, -2.59758, 5.90355)  -0.60
H (-2.22937, -3.86069, 5.26114)  0.45
H (-2.13240, -2.67788, 4.00959)  0.01
H (-3.32326, -2.56414, 5.34638)  0.31
H (0.36908, -3.08307, 4.98951)  0.04
H (0.27466, -3.30458, 6.75904)  0.37
H (0.81091, -1.75639, 5.97913)  0.08
C (-4.02996, 1.25837, -0.57410)  -0.76
C (-3.34116, 2.33573, -1.36071)  0.66
O (-3.25272, 3.48761, -0.97745)  -0.58
C (-2.73956, 1.84967, -2.63945)  -0.49
H (-4.76264, 1.74977, 0.07280)  0.36
H (-3.37661, 0.65651, 0.04258)  -0.09
H (-4.59292, 0.60421, -1.25288)  0.40
H (-2.28702, 0.89949, -2.37754)  -0.14
H (-1.97773, 2.46521, -3.08854)  0.17
H (-3.63646, 1.65973, -3.28648)  0.45
C (2.10054, 1.62988, 6.38277)  -1.32
C (2.20427, 1.25346, 4.90779)  0.66
O (1.42825, 0.43930, 4.51803)  -0.22
C (3.26579, 1.77779, 4.04424)  -0.94
H (2.62284, 0.87869, 6.96169)  0.31
H (1.07027, 1.65724, 6.64239)  0.31
H (2.62582, 2.55762, 6.59052)  0.42
H (3.53310, 0.96606, 3.30618)  0.08
H (4.12133, 2.19861, 4.53928)  0.44
H (2.95176, 2.62311, 3.47023)  0.29
C (-5.40289, 0.11429, 4.90443)  -1.46
C (-4.24322, 0.42436, 3.88425)  0.88
O (-4.08337, -0.16849, 2.84430)  -0.36
C (-3.40134, 1.65448, 4.29764)  -1.04
H (-5.91861, -0.74918, 4.48973)  0.30
H (-6.02555, 0.99781, 4.87542)  0.48
H (-4.98575, 0.04098, 5.90297)  0.37
H (-4.08010, 2.44839, 4.66472)  0.44
H (-2.80686, 2.08206, 3.52714)  0.17
H (-2.78079, 1.32767, 5.12751)  0.26
C (0.16823, 2.20009, 0.02142)  -0.62
C (-0.40575, 0.95042, 0.58312)  0.76
O (-0.76729, 0.11247, -0.25456)  -0.15
C (-0.40706, 0.56903, 2.03795)  -0.51
H (0.71350, 1.94420, -0.86970)  -0.12
H (0.78118, 2.79442, 0.69371)  0.47
H (-0.63064, 2.85113, -0.40207)  0.13
H (-0.81683, 1.42224, 2.63574)  0.13
H (0.68541, 0.44950, 2.29512)  -0.10
H (-0.91288, -0.34966, 2.28749)  -0.02
C (-2.00127, -3.63840, -0.20080)  -0.68
C (-3.52257, -3.39383, -0.38663)  0.75
O (-4.18200, -4.00078, -1.20676)  -0.61
C (-4.00265, -2.43679, 0.73457)  -0.51
H (-1.65264, -4.36764, -0.99268)  0.24
H (-1.82812, -4.23380, 0.72248)  0.34
H (-1.35166, -2.74151, -0.07728)  -0.02
H (-5.06098, -2.10667, 0.53441)  0.33
H (-3.40254, -1.55059, 0.93943)  -0.20
H (-3.94249, -2.93998, 1.70697)  0.34
C (2.20030, 4.06752, -3.48141)  -1.55
C (3.15758, 2.97527, -3.76146)  0.97
O (3.36068, 2.12735, -2.96183)  -0.48
C (3.73601, 2.97890, -5.15540)  -1.35
H (1.82973, 4.00458, -2.51982)  0.26
H (1.43496, 4.18273, -4.17732)  0.47
H (2.66917, 5.00649, -3.58547)  0.59
H (2.92560, 3.25705, -5.79888)  0.32
H (4.17503, 1.96464, -5.28464)  0.29
H (4.46749, 3.78556, -5.10775)  0.48
C (2.54874, -0.51283, -1.39118)  0.47
C (3.38257, -0.10327, -0.23596)  0.38
O (3.00112, -0.17193, 0.92488)  -0.46
C (4.82100, 0.45619, -0.51225)  -1.37
H (2.69950, -1.58225, -1.45250)  0.45
H (2.74309, 0.07782, -2.31023)  0.11
H (1.48813, -0.39775, -1.09675)  -0.57
H (5.25329, 0.80191, 0.44580)  0.32
H (4.82954, 1.20847, -1.23219)  0.31
H (5.44908, -0.34191, -0.84993)  0.36
F (-0.43309, -4.85465, 2.95487)  -0.32
C (0.62270, -4.96961, 2.09537)  0.46
C (0.95948, -6.21988, 1.60436)  -0.81
C (2.10010, -6.33904, 0.89505)  -0.31
C (2.95341, -5.25884, 0.63896)  -0.79
C (2.60167, -4.01109, 1.24777)  -0.60
C (1.40631, -3.91777, 1.93909)  0.21
H (0.45034, -7.12469, 1.83418)  0.48
H (2.43199, -7.34750, 0.51164)  0.28
H (3.79049, -5.39568, 0.02367)  0.59
H (3.26217, -3.15507, 1.17001)  0.48
H (1.00680, -2.96472, 2.39107)  0.35
F (-1.28383, -2.93268, -5.38680)  -0.38
C (-0.70557, -1.78671, -5.03589)  0.05
C (-0.62116, -1.42096, -3.68158)  -0.24
C (-0.15070, -0.10474, -3.48437)  -0.54
C (0.45413, 0.64440, -4.53814)  -0.31
C (0.56227, 0.14206, -5.84405)  -0.93
C (-0.10896, -1.04791, -6.06573)  -0.45
H (-0.95165, -2.11439, -2.84645)  0.53
H (-0.10561, 0.30638, -2.49597)  1.21
H (0.77639, 1.72232, -4.38781)  0.09
H (0.85479, 0.80609, -6.57978)  0.56
H (-0.31680, -1.34681, -7.08164)  0.43
F (0.57510, 7.42215, -1.70394)  -0.29
C (-0.72132, 7.72996, -1.34956)  0.45
C (-1.75028, 6.90090, -1.80057)  -0.19
C (-3.08120, 7.14730, -1.44780)  -0.37
C (-3.35628, 8.22219, -0.63698)  -0.64
C (-2.34346, 9.08159, -0.30002)  -0.12
C (-1.01860, 8.86689, -0.60140)  -0.50
H (-1.53266, 6.01415, -2.46866)  0.29
H (-3.84580, 6.48023, -1.79471)  0.38
H (-4.31990, 8.51523, -0.38015)  0.43
H (-2.64055, 10.07221, 0.24909)  0.20
H (-0.25186, 9.57420, -0.21040)  0.36
F (5.17989, -3.61018, -3.59606)  -0.33
C (4.03092, -4.25929, -3.68407)  0.05
C (3.87281, -5.54040, -3.24700)  -0.17
C (2.68270, -6.21563, -3.33269)  -0.67
C (1.58329, -5.51660, -3.83347)  -0.39
C (1.76359, -4.19017, -4.30991)  -0.26
C (2.97517, -3.57168, -4.16476)  -0.09
H (4.81315, -6.00453, -2.83824)  0.35
H (2.52121, -7.22860, -2.93201)  0.39
H (0.57387, -5.91338, -3.86453)  0.45
H (0.91044, -3.61953, -4.55492)  0.18
H (3.19054, -2.54225, -4.35946)  0.49